Entry 1:
67
Properties=species:S:1:pos:R:3 method="wB97M-V/def2-TZVPD" e_lumo_ev="-0.233 / 0.052" spin_multiplicity=2 max_force_ev_per_a=1.47 charge=0 s_squared=0.75 total_energy_ev=-171838.2916
Ti -0.575 -0.532 0.760
C -2.639 -3.331 3.698
C -1.625 -2.377 3.083
N -2.120 -1.547 1.946
C -3.132 -0.554 2.392
C -2.532 0.563 3.228
C -2.676 -2.398 0.866
C -1.574 -3.212 0.200
N -0.368 -2.386 0.098
C 0.761 -2.965 -0.453
C 1.903 -2.167 -0.583
F 1.775 -0.869 -0.210
C 3.105 -2.605 -1.084
F 4.127 -1.750 -1.162
C 3.250 -3.912 -1.505
C 2.143 -4.726 -1.402
F 2.225 -6.001 -1.801
C 0.930 -4.286 -0.897
F -0.071 -5.185 -0.856
H -2.188 -3.775 4.586
H -3.555 -2.833 4.018
H -2.907 -4.149 3.030
H -1.246 -1.694 3.838
H -0.764 -2.937 2.720
H -3.576 -0.135 1.490
H -3.930 -1.063 2.940
H -1.715 1.077 2.709
H -3.296 1.314 3.427
H -2.138 0.224 4.185
H -3.463 -3.051 1.251
H -3.130 -1.736 0.129
H -1.382 -4.126 0.766
H -1.929 -3.504 -0.791
H 4.186 -4.281 -1.897
O -2.620 -0.676 -1.885
C -1.809 0.098 -1.444
O -1.835 0.564 -0.181
C -0.625 0.635 -2.247
P 0.461 1.511 -1.029
C -0.305 3.166 -1.031
C -0.261 3.969 -2.170
C -0.851 5.222 -2.168
C -1.487 5.688 -1.024
C -1.532 4.898 0.115
C -0.942 3.641 0.110
C 2.053 1.785 -1.857
C 2.562 0.915 -2.818
C 3.841 1.096 -3.322
C 4.629 2.140 -2.863
C 4.135 3.005 -1.896
C 2.856 2.829 -1.395
H -1.011 1.284 -3.035
H -0.123 -0.210 -2.719
H 0.248 3.616 -3.060
H -0.811 5.838 -3.057
H -1.944 6.669 -1.021
H -2.021 5.259 1.010
H -0.977 3.028 1.002
H 1.968 0.085 -3.181
H 4.224 0.413 -4.070
H 5.629 2.278 -3.253
H 4.748 3.815 -1.525
H 2.480 3.508 -0.638
Cl 3.767 1.487 2.437
Ge 1.568 1.746 2.358
Cl 0.997 -0.678 2.650
Cl 1.115 2.286 4.487

Entry 2:
59
Properties=species:S:1:pos:R:3 method="wB97M-V/def2-TZVPD" e_lumo_ev="-3.374 / -3.373" spin_multiplicity=1 max_force_ev_per_a=5.24 charge=+1 total_energy_ev=-53815.2808
W 0.967 -0.170 0.899
C 3.441 -0.352 -0.659
N 3.160 0.199 0.682
C 3.981 -0.503 1.691
C 3.525 1.646 0.681
C 2.317 2.522 0.509
C 2.483 3.900 0.423
C 1.376 4.728 0.377
C 0.102 4.175 0.424
C -0.051 2.802 0.495
C 1.047 1.931 0.541
H 4.506 -0.291 -0.902
H 2.882 0.218 -1.406
H 3.145 -1.398 -0.711
H 3.797 -0.059 2.664
H 5.045 -0.430 1.444
H 3.700 -1.551 1.753
H 4.265 1.838 -0.101
H 3.992 1.893 1.635
H 3.483 4.321 0.410
H 1.508 5.800 0.314
H -0.772 4.815 0.419
H -1.054 2.390 0.543
N -1.469 -2.165 0.078
P -1.361 -0.461 0.306
C -3.102 -0.131 0.702
C -4.073 -0.505 -0.230
C -5.412 -0.311 0.060
C -5.786 0.265 1.269
C -4.820 0.638 2.191
C -3.475 0.442 1.912
C -1.177 0.150 -1.408
C -1.784 1.326 -1.842
C -1.486 1.843 -3.092
C -0.569 1.201 -3.913
C 0.046 0.033 -3.485
C -0.251 -0.490 -2.235
C -0.410 -3.008 0.270
C -0.629 -4.395 0.283
C 0.433 -5.250 0.434
C 1.711 -4.710 0.584
C 1.848 -3.348 0.575
N 0.825 -2.479 0.416
H -2.379 -2.595 0.020
H -3.785 -0.929 -1.185
H -6.165 -0.602 -0.661
H -6.832 0.430 1.491
H -5.119 1.082 3.131
H -2.712 0.727 2.626
H -2.497 1.826 -1.199
H -1.974 2.752 -3.417
H -0.335 1.606 -4.888
H 0.751 -0.470 -4.135
H 0.207 -1.427 -1.929
H -1.641 -4.761 0.178
H 0.274 -6.319 0.436
H 2.581 -5.336 0.711
H 2.829 -2.915 0.700
S 0.894 -0.138 3.124

Entry 3:
65
Properties=species:S:1:pos:R:3 method="wB97M-V/def2-TZVPD" e_lumo_ev="-2.070 / -3.259" spin_multiplicity=4 max_force_ev_per_a=5.20 charge=0 s_squared=3.89 total_energy_ev=-81526.2168
Tc 8.831 15.124 7.165
C 9.562 9.138 14.163
O 9.818 7.858 13.542
C 9.438 7.792 12.234
C 10.440 7.708 11.259
C 10.142 7.885 9.938
C 8.800 7.971 9.542
C 7.759 7.799 10.488
C 8.075 7.737 11.821
N 8.550 8.556 8.329
N 7.375 8.937 7.942
C 7.460 10.056 7.131
C 6.181 10.532 6.778
C 5.989 11.884 6.669
C 7.094 12.730 6.746
O 6.996 14.041 6.772
C 8.408 12.247 6.843
N 9.458 13.133 6.868
C 10.690 12.642 6.737
C 10.920 11.260 6.510
C 9.931 10.324 6.749
C 8.620 10.844 6.976
H 10.214 9.173 15.034
H 8.504 9.148 14.454
H 9.704 9.950 13.433
H 11.469 7.491 11.590
H 10.873 8.129 9.166
H 6.714 7.734 10.161
H 7.339 7.663 12.603
H 5.400 9.758 6.728
H 5.093 12.414 6.723
H 11.498 13.388 6.731
H 11.984 10.967 6.369
H 10.182 9.303 6.798
S 12.673 15.636 5.162
C 11.230 15.778 5.923
S 9.751 15.594 5.035
S 10.901 15.965 7.620
C 9.081 13.226 10.493
C 8.140 14.364 10.339
C 7.284 14.722 11.399
C 6.434 15.823 11.218
C 6.458 16.581 10.017
C 7.376 16.199 9.008
N 8.157 15.092 9.203
N 7.552 16.658 7.736
Si 6.881 18.079 6.924
C 5.082 17.877 6.487
C 7.756 18.323 5.262
C 7.155 19.410 8.137
H 9.549 12.947 9.527
H 8.482 12.408 10.911
H 9.876 13.522 11.208
H 7.240 14.143 12.333
H 5.626 15.996 11.942
H 5.826 17.441 9.916
H 4.765 16.832 6.617
H 4.816 18.208 5.497
H 4.474 18.450 7.155
H 7.393 17.624 4.511
H 8.864 18.231 5.363
H 7.546 19.323 4.856
H 6.336 19.557 8.822
H 7.235 20.350 7.601
H 8.105 19.292 8.622